The following is a DFT calculation (wB97M-V/def2-TZVPD) of C12H21AlBeBrCl2F5N5O2 as an isolated structure at a distorted geometry.

Calculated values
HOMO, eV: -11.085
M, g/mol: 549.127
Electronic energy, eV: -139980.5730
F_max, eV/A: 9.40
Frontier orbital gap, eV: 2.23
Total charge: +1

Structure (XYZ):
```
50
Properties=species:S:1:pos:R:3:nbo_charge:R:1
C 2.03 0.35 3.62 -0.661
C 1.99 -0.61 2.29 -0.450
C 1.71 0.21 0.88 -0.149
Br 3.46 0.93 0.24 0.132
N 0.62 1.25 1.07 -0.151
C 0.91 2.74 1.00 0.250
N -0.35 3.56 1.25 -0.393
C -1.33 2.42 1.50 0.525
N -2.59 2.85 1.80 -0.909
N -0.72 1.04 1.36 -0.195
C -1.49 -0.29 1.55 0.359
C -2.55 -0.26 2.78 -0.493
C -3.45 -1.66 2.98 -0.167
C -3.03 -2.80 1.84 -0.224
C -1.88 -2.63 0.70 0.102
N -1.13 -1.35 0.58 -0.341
H 1.22 -0.02 4.41 0.221
H 3.13 0.31 4.05 0.256
H 1.79 1.48 3.43 0.202
H 1.25 -1.53 2.39 0.238
H 3.08 -1.07 2.17 0.280
H 1.32 -0.52 0.02 0.360
H 1.89 3.35 0.81 0.320
H -3.34 3.12 1.13 0.456
H -2.83 2.92 2.84 0.433
H -2.71 0.69 3.47 0.273
H -4.27 -1.80 3.80 0.292
H -3.61 -3.83 1.87 0.275
H -1.64 -3.52 -0.05 0.262
F 0.36 1.14 -2.77 -0.804
Al 0.63 -0.56 -3.32 2.190
F -0.90 -1.50 -3.12 -0.807
F 1.93 -1.31 -2.33 -0.775
F 1.11 -0.56 -5.05 -0.788
O 0.40 -4.22 -1.73 -0.788
H -0.04 -3.36 -1.97 0.580
H -0.25 -4.84 -1.32 0.508
H 1.19 -4.07 -1.16 0.562
C -2.11 5.27 -1.01 -0.324
O -3.28 5.30 -1.62 -0.199
H -1.73 6.23 -0.60 0.180
H -2.01 4.62 -0.13 0.281
H -1.24 4.94 -1.60 0.285
F 1.83 -2.86 -0.69 -0.852
C 4.11 -2.02 -5.95 -0.399
Cl 5.80 -1.48 -6.05 -0.039
Cl 3.93 -3.33 -4.78 -0.030
H 3.49 -1.18 -5.65 0.249
H 3.80 -2.38 -6.94 0.219
Be -4.47 0.82 1.99 0.651
```